Record 1
C25H50N2O2P2Pt as an isolated structure, computed with the ωB97M-V functional and the def2-TZVPD basis.

```
82
Properties=species:S:1:pos:R:3:forces:R:3
P -1.82761 0.46462 -1.69836 -5.2 1.4 -2.4
H 2.76441 -4.27183 -1.83902 -0.1 0.3 -0.1
H 2.25641 -3.62744 2.77681 -0.3 0.2 -0.1
C 4.08163 0.06731 -1.40485 0.1 0.0 -0.2
H 0.73265 2.43030 2.06799 -0.6 0.0 0.5
C -2.76795 -0.92412 -2.48577 0.6 -1.1 0.6
C 1.05272 -0.53379 -2.58296 3.7 0.6 -6.7
N -1.74988 2.76736 5.89808 0.5 -0.8 -2.1
C 4.33141 0.72472 0.97512 0.0 -0.1 0.2
C -1.43072 2.16680 4.69563 -0.4 1.2 2.0
H 3.51720 0.99916 -1.54189 0.2 -0.1 0.0
H -2.04207 -1.34881 -4.50537 0.1 -0.1 0.3
H -4.64550 -0.28657 -0.08894 0.3 0.0 0.3
H -4.08452 0.66250 1.30034 0.1 -0.1 -0.3
H 0.74228 -2.87919 2.20513 0.1 0.0 0.2
C -1.16485 1.20046 -4.38175 0.4 0.1 -0.3
H -2.83336 3.07959 -4.26566 0.2 -0.1 0.2
N -0.73122 0.96017 2.29377 0.2 0.1 1.1
H -3.06190 -0.63508 0.64452 -0.2 0.0 0.0
H -0.91806 -0.47211 0.33679 0.1 -0.5 1.1
H 1.73921 -3.51802 0.28922 0.2 0.0 -0.1
H 2.08903 0.68815 2.46773 0.2 -0.1 0.1
H 5.31830 1.09716 0.66802 -0.2 0.0 0.1
C 2.63162 -3.00930 -0.11072 -1.3 -0.3 -0.8
H 3.70244 -4.73768 0.55441 0.0 0.3 -0.1
C -1.65114 0.39959 3.09901 -0.1 0.4 0.0
P 2.33512 -1.25222 0.41474 3.5 -2.4 2.4
H -4.76996 0.02692 -2.44290 0.1 -0.2 -0.2
C 2.64723 -3.20083 -1.62590 0.2 -0.1 -0.1
H 3.51417 -1.64865 2.45988 -0.2 0.1 -0.4
C -2.62317 2.44929 0.14274 0.1 0.2 0.2
H 0.95626 -0.31862 3.33806 0.3 -0.2 0.1
H 1.34743 -2.52801 3.83423 0.2 -0.1 -0.3
H 2.61355 -0.10874 3.95603 -0.2 -0.1 -0.2
H 3.62236 1.56048 0.88970 0.2 -0.1 0.0
H -0.59927 2.00606 -4.87150 -0.2 -0.2 0.0
C -0.42325 2.72727 3.87679 0.5 0.3 -0.2
H -2.98390 -1.56965 -1.61777 0.0 0.0 -0.2
O 1.21797 2.68911 -0.39342 -1.8 -5.4 0.0
H 3.48912 -2.67415 -2.09291 -0.2 -0.2 0.1
O 1.59846 -0.43366 -3.60504 -2.2 -0.6 4.2
H 4.76180 -3.49766 -0.13695 -0.2 0.0 0.1
H 4.13270 -3.32125 1.51609 -0.1 -0.2 -0.3
H -0.86490 -1.74764 -3.23344 -0.1 -0.2 -0.1
C 3.95972 -0.42586 0.03718 0.0 1.4 -0.6
H 0.07261 3.63749 4.20240 0.1 -0.1 -0.2
H -1.99743 0.93358 -5.04692 0.2 0.0 0.3
H 5.14007 0.29282 -1.59549 -0.3 0.0 -0.1
H -2.46339 2.39921 6.52512 0.0 -0.1 0.0
C -3.75805 0.17005 0.37295 -0.1 -0.1 0.0
H -3.83720 2.06252 -3.22917 0.3 0.2 -0.1
H -2.95721 3.44386 -2.53855 -0.1 -0.2 -0.2
H -2.17334 3.19122 -0.52816 -0.1 -0.1 0.1
H 4.39774 0.42189 2.02461 0.0 0.1 -0.2
H -3.98252 0.04092 -4.04500 0.0 -0.2 0.3
H 3.74602 -0.64690 -2.16183 0.2 0.1 0.2
C -2.89791 2.62822 -3.26638 -0.7 0.3 0.4
H 1.71994 -2.86112 -2.09626 0.0 -0.2 0.0
C 2.43835 -1.48610 2.27859 -0.8 0.3 0.1
C 0.85975 1.57417 -0.44451 2.5 7.1 -0.1
H -0.86174 2.37775 -2.61324 -0.1 0.2 -0.3
H -0.49107 0.34564 -4.30996 -0.2 0.2 -0.1
C 1.65550 -2.70876 2.79360 0.0 -0.1 0.0
H -0.23343 -0.38441 0.83301 -1.1 -0.1 0.7
C -1.65941 1.74563 -3.03995 1.4 0.2 0.2
C -1.93256 -1.73252 -3.48279 -0.1 -0.4 -0.2
H 4.67684 -1.24747 0.19344 -0.4 -0.3 0.1
H -2.83377 0.53615 4.91360 0.2 -0.1 -0.2
C -0.09140 2.07359 2.70531 -0.1 0.3 0.2
H -2.29082 -2.77094 -3.47564 0.2 0.3 -0.1
C -4.10912 -0.53118 -3.11606 -0.4 0.5 -0.1
C -2.05547 0.97964 4.29350 -0.5 -0.9 -0.1
H -1.87520 2.17460 0.89286 -0.3 0.2 -0.2
H -3.92850 1.53668 -1.25720 0.5 -0.2 -0.2
C 2.00857 -0.23666 3.04677 -0.1 0.4 0.2
C -3.13098 1.19967 -0.57882 0.4 0.2 0.6
C 3.88334 -3.65479 0.50301 0.6 0.0 0.4
H -4.63233 -1.46175 -3.37891 0.2 0.1 0.1
H -2.08477 -0.53952 2.75837 0.0 0.2 0.1
H -1.27606 3.62344 6.18050 0.0 0.0 0.1
Pt 0.43875 -0.26213 -0.78005 0.2 -1.3 0.3
H -3.46575 2.93939 0.65438 0.3 -0.1 -0.1
```
Forces are in eV/Å.

- expectation value of S² = 6.057
- total energy (hartree) = -2042.83840
- spin multiplicity = 5
- charge = +4
- Kohn-Sham gap (spin up / spin down) (eV) = 6.830 / 4.274

Record 2
C25H50N2O2P2Sn as an isolated structure, computed with the ωB97M-V functional and the def2-TZVPD basis.

```
82
Properties=species:S:1:pos:R:3:forces:R:3
H -1.28639 2.90344 -4.11910 0.2 0.0 0.3
H -0.90975 0.91138 -4.95507 0.3 -0.2 0.4
H -2.95074 0.59829 4.04969 0.2 -0.2 -0.2
C -0.53642 2.91227 -3.31710 0.0 0.3 -0.1
H 0.60528 0.01454 -4.84922 -0.4 0.2 0.3
N 4.42864 0.44557 4.67919 -0.9 -0.2 -1.0
H 3.52034 2.66112 -0.03931 -0.3 0.2 0.1
H -1.32386 -3.53300 0.51744 -0.2 0.0 0.2
C 1.95236 3.14169 -1.49489 -0.8 0.2 1.6
H 2.77029 4.25875 0.14627 -0.1 -0.4 0.0
H -3.63318 0.37373 1.71385 0.1 -0.3 0.0
H -1.06004 2.77975 -2.35951 0.0 0.1 -0.2
H -4.37622 -2.47714 0.18788 0.5 0.2 0.1
C 3.44076 0.22502 3.78173 1.3 0.4 1.3
H -1.34339 -2.85833 3.52255 0.2 -0.2 -0.3
C 2.56758 3.20413 -0.09620 0.3 0.1 0.2
H -5.04453 -0.59100 3.38951 0.3 0.0 -0.2
H -3.71464 -4.22289 0.86479 0.2 -0.1 0.3
C -3.72558 -1.75449 -0.33297 0.3 0.6 -0.8
H -0.51289 -4.20740 2.72069 -0.1 0.4 0.0
H 0.14954 -0.64568 3.57530 0.5 0.2 -0.1
H -5.42710 -0.42854 0.05980 0.4 0.1 -0.2
H 2.41674 3.88391 -3.52236 0.2 0.1 0.2
C -4.58400 -0.51333 -0.64259 -0.2 0.1 0.1
H -2.39052 -1.84379 -2.06380 -0.1 -0.1 -0.1
H -2.60053 -5.10577 1.91739 0.0 0.3 -0.1
C 3.06940 0.74107 -2.77257 0.4 -1.3 0.8
O 1.73705 -2.88338 -0.08046 -1.5 3.6 -2.5
H 1.29176 2.21307 -4.23371 -0.1 -0.2 0.3
H 4.63579 0.68597 2.01502 -0.3 -0.2 0.1
C -1.85729 -3.15990 1.41325 1.5 0.0 -0.4
H -1.52527 0.62003 3.00278 -0.1 -0.1 0.1
H 0.99384 3.68349 -1.44275 0.2 -0.2 -0.1
H 3.83380 -1.09454 -3.59824 -0.3 0.1 0.0
C -3.24312 -0.51656 2.23801 0.7 1.4 0.0
P 1.47595 1.41167 -2.02099 0.9 1.5 -2.3
C -2.34433 -0.01496 3.36595 0.1 0.0 0.3
C 0.50445 1.81298 -3.57433 -0.8 -0.6 0.2
C 4.25310 0.68554 -1.80233 0.2 0.1 0.1
H 1.93170 -0.31094 5.25865 0.0 0.0 -0.2
H 2.36897 -0.53067 -4.40107 0.1 -0.2 0.3
C 1.29956 -1.96562 -0.62645 1.7 -4.6 2.8
C 3.65833 0.38354 2.39709 -0.8 -0.1 -1.2
H -4.01612 0.42703 -0.61457 -0.3 -0.1 -0.1
H 3.84449 3.40923 -2.56183 -0.2 0.2 0.0
H -4.02787 -2.47992 -2.32868 0.3 0.0 0.1
C -3.20278 -2.42250 -1.60701 -0.1 -0.4 0.0
O -1.44191 2.99966 0.92143 1.5 -2.6 -2.9
H 4.54615 1.66654 -1.41151 -0.1 -0.3 -0.1
C -3.02220 -4.11175 1.70786 -0.7 0.2 -0.1
H 2.74095 0.24931 0.44478 0.1 0.1 0.3
H 5.12000 0.28773 -2.35058 -0.2 0.1 0.1
C -0.12248 0.58438 -4.25239 0.0 -0.2 -0.5
C 2.59784 0.16364 1.52533 0.8 0.3 0.5
P -2.34787 -1.42818 0.88029 -2.7 -1.9 0.9
H 0.01347 -2.54534 2.39928 -0.1 -0.2 0.0
H -1.92591 -0.84617 3.95291 -0.2 0.3 -0.2
H -0.58903 -0.10621 -3.52941 0.1 0.0 -0.2
C -0.86798 -3.17424 2.58043 0.2 0.0 0.3
H -1.68360 0.34455 -1.98584 -0.7 0.4 0.3
H -0.06851 3.90302 -3.32684 -0.2 -0.2 0.1
H 4.07905 0.00167 -0.96078 0.1 0.1 -0.2
H 3.32346 1.46738 -3.56508 -0.6 0.1 0.4
H -2.16768 0.57256 -1.42167 0.2 -0.1 -0.8
N 1.34564 -0.16103 1.92566 -0.5 0.0 -1.5
C 2.84561 3.86174 -2.51265 0.3 -0.4 -0.7
H -2.85880 -3.44869 -1.42882 0.0 0.2 -0.1
H -3.58311 -3.79800 2.59710 0.2 -0.2 -0.3
C 2.85450 -0.62991 -3.42580 0.0 -0.1 -0.3
Sn -0.27198 -0.11853 -0.19569 2.2 0.7 1.2
C 1.15025 -0.33901 3.25717 0.0 0.1 0.9
H 2.26694 -1.31037 -2.79307 0.2 0.1 -0.2
H 4.28146 0.32825 5.67012 0.0 0.0 0.0
C -4.43332 -1.29291 2.80296 -0.3 -0.7 -0.1
C -1.05060 2.20941 0.18656 -1.9 3.1 3.6
H -5.01722 -0.62650 -1.64635 0.1 0.1 0.3
H -4.10598 -2.08882 3.48516 -0.1 0.3 -0.2
H 5.35336 0.72010 4.38594 0.0 0.0 0.0
C 2.15123 -0.16144 4.20350 -1.1 -0.2 -0.8
H 2.96834 4.90372 -2.18418 -0.1 -0.3 0.1
H 1.89182 2.81453 0.67491 0.1 0.0 0.0
H -5.08507 -1.71794 2.02956 0.1 0.1 0.3
```
Forces are in eV/Å.

- total energy (hartree) = -2137.92665
- relative energy (zero: lowest compared OMol25 entry of this formula, charge and spin) (kJ/mol) = 21.5
- charge = +4
- Kohn-Sham gap (eV) = 3.828